Entry 1:
Computed, not measured: a structure of composition C32H76GaO9, with wB97M-V/def2-TZVPD.

```
118
C32H76GaO9 | the OMol25 dataset | wB97M-V/def2-TZVPD
Ga -4.2712 0.0948 2.5812
O 6.4172 2.8953 3.7089
O 2.7077 -3.0448 -3.2744
O 1.3588 2.0699 3.0591
O -5.8227 3.1203 -1.1321
O -0.5016 1.9216 -0.4714
O -5.5294 0.6280 3.9105
O -8.5402 4.0976 0.5563
O 6.5786 -4.2745 -5.1636
O -5.8261 1.4850 0.2767
C -3.1620 1.7669 2.1538
C -5.2034 -0.7894 0.9816
C 1.4755 -0.7483 1.8951
C 6.7305 4.2836 3.6099
C -9.3353 3.4321 1.5308
C -9.9421 2.1725 0.9281
C 2.1814 -4.0475 -5.4028
C 1.5640 3.3894 2.5578
C -8.4881 3.1037 2.7533
C 2.4465 -2.7548 -4.6454
C 8.0353 4.5687 4.3392
C 2.1729 -0.6344 0.5326
C -6.2348 0.0877 0.2663
C -3.1391 -2.7486 2.9165
C -0.4850 -2.8681 -1.1833
C 7.0855 -4.6766 -6.4354
C 6.8143 4.6822 2.1445
C -5.5521 1.9979 -0.9170
C -2.4475 -3.1669 0.4733
C 8.3632 -5.4812 -6.2504
C -1.4159 -3.8683 -0.4576
C 0.8631 4.3934 3.4593
C -3.0382 -1.2978 3.4784
C 3.0551 3.6767 2.4597
C 1.3791 -1.2322 -0.6341
C -1.7220 1.3948 0.0525
C 7.3235 -3.4512 -7.3050
C -4.8590 1.1868 -1.9876
C 0.8242 -2.6574 -0.3828
C 3.6217 -1.9978 -5.2432
C -1.7617 1.4889 1.5740
C -2.0045 -3.1440 1.9465
H 1.5543 -2.1271 -4.6680
H 3.5310 3.6049 3.4421
H -0.9883 -1.9089 -1.2905
H 1.5396 -3.3814 -0.7679
H 7.0323 5.7463 2.0359
H -3.0303 -3.4208 3.7737
H 2.0375 -1.2593 -1.5022
H -3.6635 2.4987 1.5161
H 3.5449 2.9435 1.8164
H -1.9936 -1.0000 3.3602
H 6.3196 -5.3056 -6.8911
H -0.8394 -4.6237 0.0715
H -6.4978 -0.2589 -0.7336
H -2.5291 -2.1523 0.0979
H -9.0814 2.6119 3.5274
H -0.2615 -3.2481 -2.1774
H -10.5769 1.6527 1.6492
H 1.3416 -4.5843 -4.9594
H -1.7432 -4.1799 2.1741
H -5.7671 -1.6343 1.3923
H -8.0550 4.0135 3.1711
H 8.8558 3.9962 3.8973
H 3.0519 -4.7081 -5.3504
H 3.2390 4.6750 2.0554
H 1.2663 4.3447 4.4755
H -3.3942 -3.6985 0.4208
H 7.2421 -3.7152 -4.7419
H 8.7592 -5.8216 -7.2086
H -7.8267 3.4974 0.2943
H 3.1680 -1.0762 0.5669
H 4.5339 -2.5989 -5.1853
H 5.8745 4.4647 1.6361
H -10.1328 4.1251 1.8106
H -9.1548 1.4879 0.6011
H 3.4960 -3.6010 -3.2406
H -4.5200 -1.2196 0.2465
H -2.0184 -4.3198 -1.2481
H -5.6293 0.8320 -2.6682
H -5.0676 1.2697 4.4618
H -4.2590 1.8735 -2.5677
H 9.1283 -4.8791 -5.7523
H 0.6287 -2.8664 0.6629
H -0.2022 4.1683 3.5238
H 0.5416 -0.5809 -0.8780
H 8.1785 -6.3520 -5.6202
H -1.8454 0.3626 -0.2984
H 6.4009 -2.8815 -7.4231
H 8.0560 -2.7856 -6.8397
H -1.1057 2.3129 1.8654
H -10.5410 2.4192 0.0490
H 0.4082 -0.8768 1.7413
H 0.9829 5.4125 3.0863
H -1.1299 -2.5124 2.0624
H 3.4388 -1.7430 -6.2895
H 1.7447 2.0241 3.9428
H 1.6815 0.1473 2.4762
H 7.5951 4.1137 1.6311
H -7.6557 2.4468 2.4867
H -3.0031 2.2704 3.1136
H 3.8067 -1.0769 -4.6878
H -2.5351 1.9865 -0.3639
H 2.3034 0.4289 0.3131
H 8.2901 5.6292 4.2965
H -4.1154 -2.9747 2.4886
H 1.8122 -1.6146 2.4654
H 5.9166 4.8282 4.0907
H -4.2420 0.3758 -1.6148
H -7.1429 0.0471 0.8633
H 1.1174 3.4191 1.5623
H 7.1292 2.4013 3.2856
H 1.9557 -3.8525 -6.4531
H 0.2336 1.5641 0.0427
H -3.2452 -1.3284 4.5475
H -1.3111 0.5811 1.9788
H 7.9613 4.2697 5.3856
H 7.6893 -3.7322 -8.2940
```

The charge is -1. The total energy is -105221.214 eV.

***

Entry 2:
Computed, not measured: a cluster of 2 separate species, C2HBr2FO in total, with wB97M-V/def2-TZVPD.

```
7
C2HBr2FO | the OMol25 dataset | wB97M-V/def2-TZVPD
Br 3.5898 0.9867 0.1832
Br 2.3409 -1.6732 0.1507
F -2.3466 1.2342 0.3078
O -0.7888 -0.2666 -0.2573
C 1.9643 0.1613 0.1034
C -1.9468 0.0283 -0.1437
H -2.8127 -0.4707 -0.3442
```

The energy above the lowest of the compared OMol25 structures with the same formula, charge and spin is 297.75 kJ/mol. The total energy is -146936.423 eV.

***

Which orbital gap belongs to each record? In order, 6.175, 8.199 eV.